Record 1
{
  "formula": "C8H16O2",
  "method": "the ωB97M-V functional and the def2-TZVPD basis",
  "largest_force_ev_per_a": 3.72,
  "gap_ev": 10.70,
  "lumo_energy_ev": 0.743,
  "energy_ev": -12649.4822,
  "e_above_lowest_kj_mol": 183.30,
  "symbols": ["C", "C", "C", "C", "C", "C", "O", "C", "C", "H", "H", "H", "H", "H", "H", "H", "H", "H", "H", "H", "H", "H", "H", "O", "H", "H"],
  "coordinates": [[-1.66, 0.08, 0.68], [-0.75, -1.14, 0.56], [-0.25, -1.46, -0.88], [-1.04, -0.97, -2.08], [1.13, -0.81, -0.51], [1.46, 0.43, -1.25], [1.16, 1.51, -0.76], [0.73, -0.92, 0.98], [1.10, 0.15, 2.00], [-1.22, 0.97, 0.20], [-2.63, -0.11, 0.21], [-1.83, 0.32, 1.74], [-1.23, -1.99, 1.06], [-0.09, -2.54, -0.97], [-1.20, 0.12, -2.05], [-0.51, -1.20, -3.02], [-2.02, -1.45, -2.12], [2.06, -1.37, -0.84], [1.69, 0.33, -2.33], [1.13, -1.88, 1.33], [0.65, 1.12, 1.77], [0.75, -0.15, 3.00], [2.19, 0.28, 2.04], [0.03, 3.55, 0.79], [0.36, 2.82, 0.25], [0.00, 4.30, 0.18]]
}



Record 2
{
  "formula": "C26H49ClP2Pt",
  "method": "the ωB97M-V functional and the def2-TZVPD basis",
  "s2": 6.034,
  "largest_force_ev_per_a": 4.46,
  "gap_ev": [4.15, 4.87],
  "lumo_energy_ev": [0.481, -2.582],
  "energy_ev": -62096.5515,
  "spin_multiplicity": 5,
  "symbols": ["Pt", "Cl", "P", "C", "C", "C", "C", "H", "C", "H", "H", "H", "H", "H", "H", "H", "C", "C", "H", "H", "H", "H", "H", "H", "C", "H", "C", "H", "H", "H", "H", "H", "H", "H", "H", "P", "C", "C", "C", "C", "H", "C", "H", "H", "H", "H", "H", "H", "H", "C", "C", "H", "H", "H", "H", "H", "H", "C", "H", "C", "H", "H", "H", "H", "H", "H", "C", "C", "C", "C", "C", "C", "C", "C", "H", "H", "H", "H", "H"],
  "coordinates": [[-0.06, -0.50, -0.74], [-0.15, -0.12, -3.10], [-0.41, -2.65, -1.15], [0.69, -3.30, -2.48], [-0.12, -3.56, 0.45], [-2.16, -2.72, -1.73], [2.07, -2.63, -2.60], [0.14, -3.06, -3.41], [0.84, -4.81, -2.34], [1.48, -5.06, -1.48], [1.30, -5.21, -3.25], [-0.13, -5.32, -2.20], [1.98, -1.58, -2.88], [2.65, -3.15, -3.39], [2.64, -2.69, -1.66], [-2.12, -2.14, -2.67], [-3.19, -2.03, -0.81], [-2.53, -4.17, -2.03], [-1.95, -4.55, -2.88], [-3.59, -4.24, -2.29], [-2.35, -4.82, -1.16], [-2.75, -1.19, -0.26], [-3.64, -2.72, -0.10], [-3.99, -1.61, -1.44], [1.27, -3.22, 1.02], [-0.17, -4.64, 0.22], [-1.17, -3.23, 1.52], [2.09, -3.37, 0.32], [1.46, -3.84, 1.91], [1.27, -2.16, 1.34], [-1.07, -2.17, 1.81], [-0.97, -3.83, 2.42], [-2.20, -3.41, 1.21], [1.56, -0.59, -0.74], [-1.50, 0.28, -0.58], [0.38, 2.85, -1.09], [-0.86, 3.46, -2.31], [0.28, 3.60, 0.62], [2.06, 2.78, -1.85], [-2.21, 2.71, -2.27], [-0.43, 3.25, -3.31], [-1.02, 4.96, -2.12], [-1.55, 5.17, -1.19], [-1.59, 5.39, -2.95], [-0.05, 5.48, -2.08], [-2.09, 1.68, -2.62], [-2.92, 3.22, -2.94], [-2.64, 2.68, -1.26], [1.89, 2.22, -2.78], [3.14, 2.00, -1.06], [2.48, 4.22, -2.17], [1.84, 4.65, -2.95], [3.51, 4.27, -2.53], [2.41, 4.86, -1.28], [2.68, 1.23, -0.42], [3.77, 2.66, -0.45], [3.79, 1.48, -1.77], [-1.07, 3.20, 1.26], [0.35, 4.70, 0.52], [1.40, 3.07, 1.53], [-1.94, 3.39, 0.63], [-1.20, 3.74, 2.20], [-1.02, 2.12, 1.48], [1.24, 2.00, 1.71], [1.35, 3.58, 2.51], [2.40, 3.22, 1.13], [0.00, -0.17, 1.12], [0.03, -0.05, 2.36], [0.03, -0.01, 3.77], [-1.04, 0.59, 4.48], [-1.04, 0.61, 5.87], [0.03, 0.05, 6.59], [1.10, -0.53, 5.90], [1.11, -0.56, 4.51], [-1.86, 1.03, 3.91], [-1.87, 1.08, 6.41], [0.03, 0.08, 7.68], [1.94, -0.97, 6.45], [1.95, -0.99, 3.95]]
}



Record 3
{
  "formula": "C3H3NO2",
  "method": "the ωB97M-V functional and the def2-TZVPD basis",
  "largest_force_ev_per_a": 0.49,
  "gap_ev": 9.07,
  "lumo_energy_ev": 0.372,
  "energy_ev": -8739.4168,
  "e_above_lowest_kj_mol": 551.35,
  "symbols": ["O", "C", "C", "O", "C", "N", "H", "H", "H"],
  "coordinates": [[2.09, -0.10, 0.83], [1.05, -0.13, 0.02], [-0.06, 0.54, -0.54], [-1.35, 0.62, 0.09], [-1.97, -0.49, 0.36], [0.51, -0.79, -0.90], [2.65, -0.88, 0.65], [0.02, 1.34, -1.27], [-2.94, -0.11, 0.77]]
}



Record 4
{
  "formula": "C39H48P2PtSi",
  "method": "the ωB97M-V functional and the def2-TZVPD basis",
  "s2": 6.072,
  "largest_force_ev_per_a": 4.92,
  "gap_ev": [6.06, 5.28],
  "lumo_energy_ev": [-5.595, -8.641],
  "energy_ev": -70902.5365,
  "spin_multiplicity": 5,
  "e_above_lowest_kj_mol": 121.75,
  "total_charge": 2,
  "symbols": ["Pt", "C", "C", "C", "C", "C", "C", "C", "C", "C", "H", "H", "H", "H", "H", "H", "H", "H", "H", "H", "H", "H", "H", "H", "H", "P", "P", "C", "C", "C", "C", "C", "C", "C", "C", "C", "C", "C", "C", "C", "C", "C", "C", "C", "C", "C", "C", "C", "C", "C", "C", "C", "C", "H", "H", "H", "H", "H", "H", "H", "H", "H", "H", "H", "H", "H", "H", "H", "H", "H", "H", "H", "H", "H", "H", "C", "Si", "C", "C", "C", "H", "H", "H", "H", "H", "H", "H", "H", "H", "H", "H"],
  "coordinates": [[1.96, -0.20, -0.11], [3.25, -1.74, -1.43], [1.77, -1.53, -1.60], [0.87, -2.71, -1.27], [0.41, -2.74, 0.20], [0.95, -1.57, 0.98], [2.36, -1.52, 1.35], [3.33, -2.63, 1.01], [3.68, -2.88, -0.48], [-2.01, 0.94, 1.48], [3.62, -1.97, -2.44], [1.55, -1.07, -2.59], [1.32, -3.66, -1.61], [-0.03, -2.57, -1.86], [-0.69, -2.72, 0.26], [0.70, -3.70, 0.66], [0.23, -1.08, 1.67], [2.58, -0.95, 2.28], [3.00, -3.58, 1.46], [4.26, -2.39, 1.55], [4.78, -2.96, -0.56], [3.24, -3.82, -0.87], [-0.92, 0.82, 1.50], [-2.33, 1.25, 2.49], [-2.27, 1.75, 0.79], [-1.76, 0.96, -2.02], [-2.92, -0.52, 1.02], [-1.79, -0.77, -1.54], [-2.64, -1.23, -0.55], [-0.50, 0.81, -3.31], [-0.97, -0.04, -4.36], [-0.49, 0.13, -5.65], [0.51, 1.08, -5.92], [1.04, 1.84, -4.88], [0.59, 1.69, -3.57], [3.92, -0.42, -1.08], [5.08, -0.25, -0.24], [5.62, 1.01, -0.17], [5.21, 2.02, -1.04], [4.25, 1.80, -2.01], [3.62, 0.58, -2.08], [-4.70, -0.02, 1.18], [-5.27, 0.77, 0.15], [-6.54, 1.34, 0.31], [-7.27, 1.09, 1.48], [-6.78, 0.21, 2.45], [-5.51, -0.36, 2.28], [-2.67, -1.86, 2.21], [-2.08, -1.62, 3.46], [-2.05, -2.64, 4.41], [-2.57, -3.90, 4.13], [-3.07, -4.16, 2.86], [-3.14, -3.15, 1.90], [-1.43, -1.55, -2.23], [-3.31, -2.07, -0.76], [-1.73, -0.79, -4.12], [-0.88, -0.46, -6.48], [0.90, 1.19, -6.93], [1.84, 2.56, -5.08], [1.06, 2.26, -2.76], [5.57, -1.09, 0.27], [6.44, 1.28, 0.49], [5.63, 3.01, -0.97], [3.90, 2.58, -2.68], [3.00, 0.28, -2.94], [-4.75, 0.94, -0.80], [-6.95, 2.03, -0.44], [-8.22, 1.61, 1.66], [-7.35, 0.00, 3.35], [-5.15, -1.09, 3.02], [-1.66, -0.65, 3.68], [-1.59, -2.44, 5.38], [-2.57, -4.69, 4.88], [-3.42, -5.15, 2.59], [-3.53, -3.36, 0.90], [1.04, 3.81, 2.74], [1.36, 3.17, 0.99], [-0.16, 3.76, 0.03], [2.79, 4.01, 0.17], [1.74, 1.36, 1.26], [0.67, 4.84, 2.72], [1.93, 3.77, 3.37], [0.27, 3.20, 3.23], [0.15, 4.58, -0.63], [-0.63, 2.98, -0.56], [-0.88, 4.15, 0.76], [3.56, 4.31, 0.89], [3.28, 3.37, -0.55], [2.47, 4.91, -0.37], [2.77, 1.30, 1.66], [1.11, 0.93, 2.05]]
}



Record 5
{
  "formula": "C4H9O3",
  "method": "the ωB97M-V functional and the def2-TZVPD basis",
  "largest_force_ev_per_a": 4.17,
  "gap_ev": 7.60,
  "lumo_energy_ev": 3.780,
  "energy_ev": -10437.2257,
  "e_above_lowest_kj_mol": 119.62,
  "total_charge": -1,
  "symbols": ["O", "C", "O", "C", "C", "C", "H", "H", "H", "H", "H", "H", "H", "H", "H", "O"],
  "coordinates": [[1.62, -1.52, -0.98], [1.51, -0.47, -0.36], [2.27, -0.07, 0.53], [0.36, 0.42, -0.80], [-0.23, 0.79, 0.55], [-1.46, 1.89, 0.33], [-0.29, -0.01, -1.52], [0.82, 1.30, -1.30], [0.45, 1.41, 1.11], [-0.56, -0.03, 1.18], [-2.39, 1.84, 0.86], [-0.88, 2.80, 0.46], [-1.72, 1.72, -0.72], [-2.00, -1.56, 0.76], [-2.60, -0.60, -0.11], [-2.87, -1.25, 0.56]]
}



Record 6
{
  "formula": "C4H10O3",
  "method": "the ωB97M-V functional and the def2-TZVPD basis",
  "largest_force_ev_per_a": 1.93,
  "gap_ev": 9.66,
  "lumo_energy_ev": 0.432,
  "energy_ev": -10450.8357,
  "e_above_lowest_kj_mol": 232.33,
  "symbols": ["C", "C", "O", "C", "C", "H", "H", "H", "H", "H", "H", "H", "H", "O", "H", "H", "O"],
  "coordinates": [[1.72, -0.89, 0.74], [0.62, -1.23, 0.11], [-0.34, -2.06, 0.63], [0.03, -0.53, -1.06], [-0.55, -1.02, -2.15], [2.09, -1.24, 1.70], [2.44, -0.21, 0.32], [-0.12, -2.49, 1.46], [-0.12, 0.52, -0.79], [-0.55, -2.07, -2.40], [-1.12, -0.35, -2.77], [-1.01, 1.78, 1.92], [0.33, 1.10, 1.98], [-0.07, 1.98, 1.82], [-0.16, 2.43, -0.33], [-1.66, 2.59, -0.08], [-0.99, 2.57, -0.77]]
}